This record from OMol25 describes C32H56As3CsN2 as an isolated structure. The level of theory is ωB97M-V/def2-TZVPD.

The LUMO energy comes out at 0.001 Ha. The value obtained for the largest force on an atom is 0.51 eV/Å. The HOMO energy comes out at -0.2405 Ha. The value obtained for the HOMO-LUMO gap is 6.57 eV.

```
! wB97M-V def2-TZVPD RIJCOSX def2/J DEFGRID3
* xyz 0 1
Cs -0.25 0.13 0.35
C -0.72 5.05 -1.58
As -0.58 3.13 -1.92
C -2.45 2.87 -2.42
C 0.08 3.14 -3.79
C 1.57 2.98 -4.11
C 1.68 2.95 -5.64
C 2.13 1.62 -3.62
As 2.75 1.32 -1.76
C 3.28 -0.54 -2.12
C 4.55 2.07 -1.88
C 2.41 4.14 -3.53
As 2.62 5.80 -4.59
C 3.52 6.78 -3.15
C 0.88 6.67 -4.38
H -1.19 5.56 -2.42
H 0.25 5.49 -1.38
H -1.35 5.18 -0.69
H -2.75 3.56 -3.22
H -3.08 3.05 -1.55
H -2.62 1.85 -2.76
H -0.30 4.05 -4.24
H -0.46 2.31 -4.26
H 1.20 2.05 -6.04
H 2.73 2.94 -5.96
H 1.20 3.82 -6.10
H 3.00 1.37 -4.24
H 1.39 0.84 -3.82
H 3.90 -0.59 -3.02
H 2.40 -1.16 -2.27
H 3.84 -0.93 -1.28
H 4.97 1.93 -2.88
H 5.18 1.55 -1.16
H 4.55 3.13 -1.63
H 3.45 3.82 -3.46
H 2.08 4.37 -2.51
H 4.50 6.35 -2.97
H 2.93 6.73 -2.23
H 3.65 7.82 -3.44
H 0.11 6.18 -4.98
H 0.99 7.69 -4.76
H 0.56 6.71 -3.34
C -2.61 -2.45 6.19
C -2.52 -1.19 5.32
C -3.62 -0.20 5.69
C -1.14 -0.55 5.40
C -0.77 0.03 6.61
C 0.42 0.74 6.75
C 1.23 0.89 5.64
C 0.90 0.32 4.41
C 1.87 0.52 3.25
C 2.02 2.00 2.85
C 3.23 -0.10 3.56
C -0.28 -0.44 4.29
N -0.62 -1.00 3.04
C -0.94 -2.25 2.95
C -1.39 -2.97 1.81
C -1.76 -4.32 1.82
C -2.13 -4.65 0.52
C -1.95 -3.46 -0.24
N -1.52 -2.46 0.53
C -2.14 -3.26 -1.73
C -2.95 -1.99 -1.99
C -0.76 -3.12 -2.40
C -2.86 -4.45 -2.34
H -3.60 -2.91 6.10
H -2.46 -2.20 7.25
H -1.86 -3.19 5.91
H -2.70 -1.49 4.29
H -3.55 0.11 6.74
H -4.60 -0.65 5.55
H -3.56 0.70 5.07
H -1.42 -0.07 7.47
H 0.69 1.17 7.70
H 2.15 1.45 5.72
H 1.46 -0.02 2.40
H 2.43 2.58 3.68
H 1.06 2.44 2.57
H 2.70 2.08 2.00
H 3.70 0.39 4.41
H 3.90 0.00 2.70
H 3.13 -1.16 3.80
H -0.84 -2.88 3.85
H -1.77 -4.97 2.69
H -2.49 -5.60 0.16
H -2.42 -1.10 -1.64
H -3.91 -2.03 -1.46
H -3.15 -1.87 -3.06
H -0.22 -2.25 -2.03
H -0.88 -3.01 -3.49
H -0.15 -4.00 -2.21
H -3.84 -4.59 -1.89
H -2.29 -5.37 -2.20
H -3.00 -4.30 -3.42
*
```

***

This record from OMol25 describes one molecule with the formula C3H7NO2. The level of theory is ωB97M-V/def2-TZVPD.

As for the SMILES: C/C(CO)=N/O. The LUMO energy comes out at 0.029 Ha. The value obtained for the largest force on an atom is 0.63 eV/Å. The HOMO energy comes out at -0.3639 Ha. The value obtained for the HOMO-LUMO gap is 10.69 eV.

```
! wB97M-V def2-TZVPD RIJCOSX def2/J DEFGRID3
* xyz 0 1
C -0.78 0.11 1.60
C -0.17 -0.23 0.26
C -0.20 0.82 -0.83
O -0.11 0.36 -2.14
N 0.48 -1.33 0.25
O 1.27 -1.50 -0.94
H -1.13 -0.78 2.12
H 0.02 0.55 2.21
H -1.58 0.85 1.52
H 0.60 1.55 -0.58
H -1.15 1.37 -0.75
H 0.59 -0.31 -2.13
H 2.16 -1.45 -0.58
*
```

***

This record from OMol25 describes C30H52N2SeSiW as an isolated structure. The level of theory is ωB97M-V/def2-TZVPD.

The LUMO energy (alpha / beta) comes out at 0.001 / 0.001 Ha. The value obtained for the largest force on an atom is 0.60 eV/Å. The HOMO energy (alpha / beta) comes out at -0.2551 / -0.2551 Ha. The value obtained for the HOMO-LUMO gap (alpha / beta) is 6.96 / 6.96 eV.

```
! wB97M-V def2-TZVPD RIJCOSX def2/J DEFGRID3
* xyz 0 1
W -0.43 -0.91 -0.31
C 7.36 -0.43 0.09
C 5.97 -0.95 -0.11
C 5.44 -1.14 -1.38
C 4.15 -1.60 -1.59
C 3.65 -1.77 -3.00
C 3.35 -1.88 -0.47
Se 1.56 -2.52 -0.77
C 3.86 -1.73 0.82
C 3.07 -2.03 2.07
C 5.16 -1.27 0.97
H 7.86 -0.26 -0.87
H 7.97 -1.13 0.66
H 7.35 0.52 0.63
H 6.05 -0.91 -2.25
H 4.43 -1.50 -3.71
H 2.77 -1.16 -3.19
H 3.35 -2.80 -3.19
H 2.14 -2.55 1.86
H 2.83 -1.11 2.60
H 3.67 -2.65 2.75
H 5.56 -1.15 1.98
C -3.26 -4.02 1.12
C -2.30 -3.31 2.08
C -0.89 -3.39 1.54
C -2.88 -1.94 2.41
C -3.57 -1.85 3.61
C -4.37 -0.76 3.90
C -4.58 0.19 2.92
C -3.93 0.13 1.69
C -4.55 1.00 0.61
C -5.77 0.24 0.06
C -3.71 1.47 -0.56
C -2.95 -0.86 1.50
N -2.00 -0.73 0.47
H -2.94 -5.05 0.94
H -3.28 -3.50 0.15
H -4.28 -4.03 1.50
H -2.32 -3.87 3.03
H -0.88 -3.01 0.51
H -0.56 -4.43 1.45
H -0.16 -2.84 2.13
H -3.49 -2.66 4.32
H -4.87 -0.68 4.86
H -5.29 0.99 3.09
H -4.93 1.89 1.12
H -5.44 -0.67 -0.45
H -6.31 0.85 -0.66
H -6.46 -0.05 0.86
H -3.48 0.66 -1.25
H -2.76 1.90 -0.25
H -4.27 2.23 -1.11
C 2.30 1.20 -1.16
Si 0.45 1.49 -0.86
C 0.43 2.35 0.87
C -0.88 2.98 1.32
C 1.54 3.40 1.00
C 0.75 1.19 1.82
C -0.07 2.49 -2.44
C -0.10 1.50 -3.60
C -1.42 3.20 -2.40
C 1.00 3.55 -2.75
H 2.82 2.16 -1.28
H 2.47 0.61 -2.06
H 2.78 0.68 -0.34
H -1.27 3.72 0.62
H -0.73 3.49 2.28
H -1.65 2.22 1.49
H 1.39 4.25 0.33
H 2.53 2.99 0.80
H 1.56 3.80 2.02
H -0.04 0.42 1.80
H 0.81 1.53 2.86
H 1.71 0.71 1.58
H -0.88 0.74 -3.46
H 0.85 0.98 -3.73
H -0.31 2.02 -4.54
H -2.25 2.50 -2.37
H -1.53 3.80 -3.32
H -1.52 3.89 -1.56
H 1.97 3.10 -2.96
H 1.13 4.27 -1.94
H 0.71 4.12 -3.64
N -1.23 -1.96 -2.16
H -1.95 -1.41 -2.61
H -1.59 -2.90 -2.01
H -0.44 -2.04 -2.80
*
```